# 1
Computed, not measured: a molecular structure, C21H24Br2O3Sn in a non-equilibrium geometry, with ωB97M-V/def2-TZVPD.

Values from the calculation:
* E: -6402.72431 a.u.
* spin multiplicity: 1
* LUMO energy: 0.0 eV

Last column: Löwdin charge in e.
Positions of all 51 atoms, in Å:
Sn (-2.258, 0.863, 1.618)  1.412
C (5.146, 2.924, -0.130)  -0.069
C (4.784, 1.478, -0.468)  -0.559
C (5.010, 1.260, -1.970)  -0.045
C (5.710, 0.549, 0.328)  -0.045
C (3.329, 1.161, -0.126)  -0.170
C (2.454, 2.092, 0.405)  -0.085
C (1.148, 1.725, 0.682)  -0.563
Br (0.018, 3.082, 1.387)  0.745
C (0.635, 0.445, 0.444)  -0.355
O (-0.641, 0.125, 0.695)  -0.398
C (1.520, -0.515, -0.095)  -0.074
C (2.825, -0.115, -0.358)  0.005
C (1.172, -1.977, -0.444)  -0.526
C (1.360, -2.172, -1.957)  -0.044
C (-0.250, -2.439, -0.103)  -0.065
C (2.131, -2.909, 0.314)  -0.048
H (6.191, 3.106, -0.385)  0.085
H (5.023, 3.134, 0.935)  0.088
H (4.539, 3.636, -0.693)  0.087
H (6.039, 1.514, -2.238)  0.085
H (4.338, 1.886, -2.558)  0.092
H (4.837, 0.222, -2.256)  0.077
H (6.755, 0.785, 0.115)  0.085
H (5.546, -0.499, 0.073)  0.076
H (5.544, 0.663, 1.401)  0.092
H (2.767, 3.105, 0.613)  0.091
H (3.495, -0.852, -0.780)  0.100
H (0.685, -1.521, -2.515)  0.093
H (1.139, -3.207, -2.229)  0.086
H (2.379, -1.953, -2.278)  0.075
H (-1.007, -1.883, -0.651)  0.083
H (-0.464, -2.354, 0.961)  0.083
H (-0.333, -3.493, -0.381)  0.085
H (3.177, -2.728, 0.068)  0.073
H (1.909, -3.949, 0.063)  0.085
H (2.015, -2.787, 1.392)  0.093
Br (-5.938, 0.312, -2.026)  0.808
C (-6.849, 0.224, -0.369)  -0.598
C (-8.236, 0.238, -0.434)  -0.133
C (-8.989, 0.148, 0.725)  -0.073
C (-8.361, 0.024, 1.956)  -0.069
C (-6.981, -0.011, 2.012)  -0.017
C (-6.203, 0.103, 0.860)  -0.162
C (-4.719, 0.075, 1.053)  -0.676
O (-3.964, 0.717, 0.239)  -0.232
O (-4.230, -0.533, 2.026)  -0.105
H (-8.717, 0.317, -1.398)  0.095
H (-10.069, 0.166, 0.659)  0.108
H (-8.943, -0.053, 2.864)  0.106
H (-6.469, -0.129, 2.957)  0.120

=====

# 2
Computed, not measured: a molecular structure, C21H24BrF5NO8PReTe, with ωB97M-V/def2-TZVPD.

Values from the calculation:
* E: -5232.43051 a.u.
* spin multiplicity: 2
* LUMO energy (spin up / spin down): 0.1 / -0.7 eV

Last column: Mulliken spin population.
Positions of all 63 atoms, in Å:
Re (1.309, -1.296, 0.661)  0.905
O (1.864, -1.789, 2.743)  -0.002
C (2.563, -0.732, 3.408)  0.008
C (3.692, -0.434, 2.463)  -0.001
N (3.134, -0.100, 1.123)  -0.021
C (4.132, -0.474, 0.087)  0.003
C (4.041, -1.966, -0.233)  -0.001
O (5.005, -2.573, -0.634)  0.002
O (2.838, -2.450, -0.094)  0.000
C (2.816, 1.337, 1.019)  -0.010
C (1.949, 1.500, -0.209)  -0.006
O (1.891, 2.501, -0.874)  0.014
O (1.266, 0.402, -0.474)  0.018
H (1.085, -2.106, 3.270)  0.004
H (2.933, -1.081, 4.372)  0.000
H (1.895, 0.118, 3.563)  0.000
H (4.300, -1.331, 2.353)  -0.002
H (4.328, 0.384, 2.806)  0.000
H (5.139, -0.208, 0.408)  0.001
H (3.908, 0.072, -0.832)  0.004
H (3.721, 1.941, 0.943)  -0.002
H (2.226, 1.649, 1.882)  -0.004
F (-2.467, -1.296, 5.106)  0.001
Te (-1.647, -0.975, 3.449)  0.001
F (-0.385, 0.065, 4.338)  0.000
F (-0.311, -2.377, 3.961)  0.001
F (0.275, -2.839, 1.090)  0.033
F (-2.592, 0.693, 3.335)  0.000
O (-0.195, -0.277, 1.717)  0.028
C (0.071, -3.576, -1.661)  -0.002
P (0.369, -1.801, -1.502)  0.024
C (1.553, -1.442, -2.824)  -0.002
C (-1.161, -0.974, -1.987)  -0.001
C (-2.392, -1.569, -1.718)  0.000
C (-3.569, -0.943, -2.102)  0.002
C (-3.522, 0.278, -2.760)  -0.001
C (-2.301, 0.885, -3.011)  0.000
C (-1.122, 0.267, -2.621)  0.001
H (-0.648, -3.911, -0.918)  -0.001
H (1.017, -4.080, -1.464)  0.000
H (-0.282, -3.815, -2.665)  0.000
H (1.108, -1.687, -3.789)  0.000
H (2.441, -2.054, -2.665)  0.002
H (1.828, -0.390, -2.807)  -0.003
H (-2.439, -2.525, -1.211)  0.000
H (-4.522, -1.411, -1.891)  0.000
H (-4.442, 0.762, -3.062)  0.000
H (-2.263, 1.847, -3.503)  0.000
H (-0.176, 0.760, -2.802)  0.000
Br (-6.132, 2.005, -0.535)  0.000
C (-4.342, 2.623, -0.531)  0.000
C (-4.009, 3.746, -1.270)  0.000
C (-2.695, 4.194, -1.272)  0.000
C (-1.728, 3.528, -0.537)  0.000
C (-2.083, 2.397, 0.188)  0.005
C (-3.391, 1.930, 0.197)  0.000
C (-1.016, 1.719, 0.967)  0.005
O (-0.115, 2.263, 1.534)  0.000
O (-1.187, 0.365, 0.910)  0.000
H (-4.771, 4.267, -1.834)  0.000
H (-2.430, 5.071, -1.848)  0.000
H (-0.698, 3.859, -0.525)  0.000
H (-3.661, 1.057, 0.773)  0.000

=====

# 3
Computed, not measured: C21H24ClNO4S in the gas phase, with ωB97M-V/def2-TZVPD.

Values from the calculation:
* E: -2028.75660 a.u.
* spin multiplicity: 1
* SMILES string: COc1ccc(C(C)(C)C)cc1NC(=O)COC(=O)c1cc(SC)ccc1Cl
* LUMO energy: 0.3 eV

Last column: Löwdin charge in e.
Positions of all 52 atoms, in Å:
C (0.732, -1.999, 1.380)  -0.077
H (1.164, -2.834, 0.821)  0.100
O (0.153, -1.049, 0.520)  -0.098
C (0.972, -0.405, -0.380)  -0.202
C (2.324, -0.641, -0.549)  -0.008
C (3.045, 0.075, -1.491)  -0.035
C (2.450, 1.042, -2.291)  -0.175
C (1.091, 1.278, -2.117)  0.057
C (0.356, 0.572, -1.180)  -0.121
N (-1.012, 0.775, -0.963)  0.170
C (-1.820, 1.747, -1.430)  -0.428
O (-1.528, 2.599, -2.239)  0.082
C (-3.238, 1.705, -0.832)  -0.049
H (-3.960, 1.591, -1.643)  0.145
H (-3.407, 2.661, -0.325)  0.142
O (-3.455, 0.628, 0.064)  -0.054
C (-3.123, 0.825, 1.350)  -0.466
O (-2.698, 1.862, 1.785)  0.150
C (-3.276, -0.418, 2.157)  -0.133
C (-4.330, -1.323, 2.015)  -0.590
C (-4.370, -2.461, 2.805)  -0.090
C (-3.368, -2.722, 3.721)  -0.078
C (-2.316, -1.826, 3.875)  -0.539
C (-2.287, -0.674, 3.096)  -0.053
H (-1.481, 0.036, 3.211)  0.125
S (-0.972, -2.052, 4.992)  0.899
C (-1.432, -3.538, 5.931)  -0.390
H (-1.457, -4.404, 5.277)  0.037
H (-0.652, -3.664, 6.675)  0.032
H (-2.388, -3.383, 6.423)  0.040
H (-3.424, -3.624, 4.309)  0.096
H (-5.193, -3.151, 2.698)  0.108
Cl (-5.619, -1.034, 0.911)  0.753
H (-1.398, 0.114, -0.300)  0.131
H (0.570, 2.018, -2.697)  0.094
C (3.284, 1.801, -3.310)  -0.560
C (3.899, 0.801, -4.300)  -0.046
H (4.484, 1.328, -5.050)  0.082
H (4.551, 0.093, -3.796)  0.074
H (3.113, 0.242, -4.804)  0.090
C (4.400, 2.559, -2.577)  -0.045
H (3.970, 3.252, -1.857)  0.090
H (4.998, 3.125, -3.287)  0.083
H (5.058, 1.878, -2.044)  0.075
C (2.458, 2.815, -4.105)  -0.061
H (2.018, 3.562, -3.450)  0.089
H (3.102, 3.328, -4.817)  0.084
H (1.665, 2.322, -4.662)  0.088
H (4.098, -0.141, -1.589)  0.108
H (2.834, -1.379, 0.050)  0.105
H (1.499, -1.547, 2.016)  0.102
H (-0.082, -2.364, 2.005)  0.069

=====

# 4
Computed, not measured: 3 unconnected molecules or ions with the total composition C21H24F18NO5S in a non-equilibrium geometry, with ωB97M-V/def2-TZVPD.

Values from the calculation:
* E: -3441.04314 a.u.
* spin multiplicity: 1
* charge: +1
* LUMO energy: -4.3 eV

Last column: Löwdin charge in e.
Positions of all 70 atoms, in Å:
F (-3.850, 4.593, -5.641)  0.180
C (-4.074, 3.705, -4.648)  -0.618
F (-3.573, 4.245, -3.504)  0.154
F (-5.421, 3.542, -4.462)  0.149
O (-3.472, 2.502, -4.983)  0.048
C (-3.576, 1.584, -3.900)  -0.106
C (-2.924, 0.203, -4.246)  -0.090
C (-2.382, -0.115, -5.524)  0.045
C (-1.768, -1.425, -5.752)  0.038
C (-1.706, -2.368, -4.649)  0.028
C (-2.291, -1.963, -3.390)  -0.147
C (-2.223, -2.952, -2.167)  -0.080
C (-0.772, -2.715, -1.504)  -0.149
C (-0.846, -1.874, -0.175)  -0.189
C (0.437, -2.069, 0.711)  -0.061
C (1.782, -1.653, -0.043)  -0.391
F (2.238, -2.795, -0.655)  0.097
F (1.394, -0.670, -0.949)  0.077
C (2.746, -1.070, 1.057)  -0.403
F (2.279, 0.195, 1.340)  0.101
F (2.673, -1.757, 2.228)  0.118
S (4.555, -0.911, 0.569)  0.900
F (4.229, -0.827, -1.015)  -0.135
F (4.793, -2.511, 0.550)  -0.131
F (4.966, -0.895, 2.164)  -0.165
F (4.464, 0.731, 0.656)  -0.174
F (6.128, -0.721, 0.214)  -0.133
N (-2.876, -0.727, -3.200)  0.182
H (-3.053, 1.942, -2.972)  0.150
H (-4.628, 1.359, -3.591)  0.146
H (-2.412, 0.619, -6.356)  0.135
H (-1.349, -1.749, -6.726)  0.128
H (-1.240, -3.376, -4.737)  0.138
H (-3.038, -2.685, -1.453)  0.097
H (-2.345, -3.999, -2.529)  0.127
H (-0.169, -2.097, -2.227)  0.113
H (-0.263, -3.700, -1.388)  0.124
H (-0.988, -0.783, -0.355)  0.114
H (-1.754, -2.216, 0.395)  0.116
H (0.537, -3.163, 0.947)  0.144
H (0.302, -1.458, 1.638)  0.134
H (-3.297, -0.470, -2.279)  0.122
C (6.806, 1.678, 2.651)  -0.064
C (6.284, 2.500, 3.811)  -0.193
O (7.003, 2.199, 5.018)  0.028
C (8.187, 2.807, 5.162)  -0.383
O (8.667, 3.562, 4.367)  0.173
C (8.812, 2.434, 6.508)  -0.527
F (8.733, 1.115, 6.757)  0.158
F (8.193, 3.060, 7.527)  0.161
F (10.106, 2.765, 6.575)  0.167
H (6.782, 0.615, 2.893)  0.073
H (6.208, 1.851, 1.758)  0.065
H (7.844, 1.930, 2.425)  0.085
H (5.240, 2.247, 4.001)  0.125
H (6.322, 3.569, 3.596)  0.128
C (-7.535, 0.038, 2.658)  -0.053
C (-6.115, -0.479, 2.757)  -0.184
O (-5.590, -0.794, 1.450)  0.035
C (-5.130, 0.234, 0.741)  -0.389
O (-5.124, 1.374, 1.100)  0.193
C (-4.563, -0.262, -0.592)  -0.490
F (-5.369, -1.145, -1.201)  0.188
F (-3.375, -0.873, -0.429)  0.117
F (-4.365, 0.742, -1.464)  0.136
H (-8.164, -0.672, 2.118)  0.087
H (-7.955, 0.200, 3.651)  0.091
H (-7.574, 0.981, 2.110)  0.080
H (-6.100, -1.408, 3.328)  0.130
H (-5.464, 0.227, 3.274)  0.130

=====

What did the second record say?
Computed, not measured: a molecular structure, C21H24BrF5NO8PReTe, with ωB97M-V/def2-TZVPD.

Values from the calculation:
* E: -5232.43051 a.u.
* spin multiplicity: 2
* LUMO energy (spin up / spin down): 0.1 / -0.7 eV

Last column: Mulliken spin population.
Positions of all 63 atoms, in Å:
Re (1.309, -1.296, 0.661)  0.905
O (1.864, -1.789, 2.743)  -0.002
C (2.563, -0.732, 3.408)  0.008
C (3.692, -0.434, 2.463)  -0.001
N (3.134, -0.100, 1.123)  -0.021
C (4.132, -0.474, 0.087)  0.003
C (4.041, -1.966, -0.233)  -0.001
O (5.005, -2.573, -0.634)  0.002
O (2.838, -2.450, -0.094)  0.000
C (2.816, 1.337, 1.019)  -0.010
C (1.949, 1.500, -0.209)  -0.006
O (1.891, 2.501, -0.874)  0.014
O (1.266, 0.402, -0.474)  0.018
H (1.085, -2.106, 3.270)  0.004
H (2.933, -1.081, 4.372)  0.000
H (1.895, 0.118, 3.563)  0.000
H (4.300, -1.331, 2.353)  -0.002
H (4.328, 0.384, 2.806)  0.000
H (5.139, -0.208, 0.408)  0.001
H (3.908, 0.072, -0.832)  0.004
H (3.721, 1.941, 0.943)  -0.002
H (2.226, 1.649, 1.882)  -0.004
F (-2.467, -1.296, 5.106)  0.001
Te (-1.647, -0.975, 3.449)  0.001
F (-0.385, 0.065, 4.338)  0.000
F (-0.311, -2.377, 3.961)  0.001
F (0.275, -2.839, 1.090)  0.033
F (-2.592, 0.693, 3.335)  0.000
O (-0.195, -0.277, 1.717)  0.028
C (0.071, -3.576, -1.661)  -0.002
P (0.369, -1.801, -1.502)  0.024
C (1.553, -1.442, -2.824)  -0.002
C (-1.161, -0.974, -1.987)  -0.001
C (-2.392, -1.569, -1.718)  0.000
C (-3.569, -0.943, -2.102)  0.002
C (-3.522, 0.278, -2.760)  -0.001
C (-2.301, 0.885, -3.011)  0.000
C (-1.122, 0.267, -2.621)  0.001
H (-0.648, -3.911, -0.918)  -0.001
H (1.017, -4.080, -1.464)  0.000
H (-0.282, -3.815, -2.665)  0.000
H (1.108, -1.687, -3.789)  0.000
H (2.441, -2.054, -2.665)  0.002
H (1.828, -0.390, -2.807)  -0.003
H (-2.439, -2.525, -1.211)  0.000
H (-4.522, -1.411, -1.891)  0.000
H (-4.442, 0.762, -3.062)  0.000
H (-2.263, 1.847, -3.503)  0.000
H (-0.176, 0.760, -2.802)  0.000
Br (-6.132, 2.005, -0.535)  0.000
C (-4.342, 2.623, -0.531)  0.000
C (-4.009, 3.746, -1.270)  0.000
C (-2.695, 4.194, -1.272)  0.000
C (-1.728, 3.528, -0.537)  0.000
C (-2.083, 2.397, 0.188)  0.005
C (-3.391, 1.930, 0.197)  0.000
C (-1.016, 1.719, 0.967)  0.005
O (-0.115, 2.263, 1.534)  0.000
O (-1.187, 0.365, 0.910)  0.000
H (-4.771, 4.267, -1.834)  0.000
H (-2.430, 5.071, -1.848)  0.000
H (-0.698, 3.859, -0.525)  0.000
H (-3.661, 1.057, 0.773)  0.000